## P
The following is a DFT calculation (ωB97M-V/def2-TZVPD) of an isolated ion of composition C6H14NO and charge -1.

Calculated values
Charge: -1
HOMO-LUMO gap in eV: 5.6968
Lowest unoccupied orbital energy in eV: 3.44

Positions of all 22 atoms, in Å:
C 0.567 0.750 0.313
N 0.914 -0.145 1.421
C 0.717 0.478 2.774
O -0.424 0.166 3.362
C 0.664 0.024 -1.032
C -0.641 -0.462 -1.624
C -0.352 -1.493 -2.724
C -1.431 0.716 -2.205
H 1.278 1.571 0.328
H -0.432 1.183 0.466
H 0.250 -0.914 1.374
H 1.652 0.216 3.337
H 0.870 1.573 2.568
H 1.117 0.695 -1.772
H 1.376 -0.794 -0.892
H -1.259 -0.964 -0.884
H -1.290 -1.792 -3.205
H 0.202 -1.022 -3.538
H 0.147 -2.377 -2.329
H -2.512 0.620 -2.059
H -1.245 0.828 -3.284
H -1.150 1.653 -1.725



## Q
The following is a DFT calculation (ωB97M-V/def2-TZVPD) of an isolated ion of composition C6H14NO and charge -1.

Calculated values
Charge: -1
HOMO-LUMO gap in eV: 5.9221
Lowest unoccupied orbital energy in eV: 3.70

Positions of all 22 atoms, in Å:
C 1.631 0.266 2.250
C 0.425 0.571 1.377
N 0.432 -0.289 0.194
C -0.315 -1.517 0.447
C -1.569 0.870 -0.918
C -0.100 0.430 -1.003
C 0.108 -0.314 -2.358
O -0.060 0.516 -3.404
H 1.592 -0.757 2.639
H 2.550 0.320 1.669
H 1.706 0.936 3.109
H -0.499 0.525 1.973
H 0.442 1.612 1.043
H 0.262 -2.173 1.091
H -1.279 -1.350 0.948
H -0.486 -2.044 -0.488
H -1.775 1.492 -0.039
H -1.699 1.454 -1.830
H -2.259 0.026 -0.949
H 0.462 1.357 -1.106
H -0.676 -1.124 -2.351
H 1.107 -0.809 -2.294



## R
The following is a DFT calculation (ωB97M-V/def2-TZVPD) of C6H14NO as an isolated structure.

Calculated values
Charge: -1
HOMO-LUMO gap in eV: 6.3037
Lowest unoccupied orbital energy in eV: 4.02

Positions of all 22 atoms, in Å:
C 2.944 -0.235 -0.772
N 1.887 0.695 -1.091
C 0.866 0.494 -0.199
C 0.133 -0.879 -0.081
C -0.815 -0.999 1.147
C -2.325 -1.000 0.847
C -1.069 2.120 -0.704
O -2.006 1.611 -1.394
H 3.930 0.084 -1.173
H 3.053 -0.411 0.322
H 2.786 -1.246 -1.202
H 0.933 0.961 0.815
H -0.009 1.357 -0.699
H 0.961 -1.531 0.219
H -0.243 -1.088 -1.082
H -0.617 -1.974 1.625
H -0.635 -0.173 1.843
H -2.912 -1.017 1.772
H -2.436 -1.959 0.327
H -2.649 -0.169 0.208
H -0.680 3.064 -1.134
H -1.096 2.292 0.405



## S
The following is a DFT calculation (ωB97M-V/def2-TZVPD) of an isolated ion of composition C6H14NO and charge -1.

Calculated values
Charge: -1
HOMO-LUMO gap in eV: 6.2798
Lowest unoccupied orbital energy in eV: 3.73

Positions of all 22 atoms, in Å:
C 1.341 1.863 -0.456
C 0.662 0.633 0.139
C -0.502 0.224 -0.807
C -0.970 -1.217 -0.575
C -1.894 -1.671 -1.704
N 0.227 0.708 1.494
C 1.051 -0.219 2.502
O 2.346 -0.098 2.517
H 1.619 1.661 -1.498
H 2.178 2.210 0.145
H 0.651 2.712 -0.558
H 1.358 -0.197 0.029
H -1.296 0.904 -0.476
H -0.243 0.380 -1.856
H -1.443 -1.211 0.398
H -0.068 -1.832 -0.567
H -2.416 -2.607 -1.474
H -2.594 -0.879 -1.950
H -1.322 -1.943 -2.594
H 0.017 1.654 1.785
H 0.738 -1.203 2.077
H 0.560 0.129 3.430



Short version: P, S, Q, R, most stable first.



## P
The following is a DFT calculation (ωB97M-V/def2-TZVPD) of a 2-piece molecular cluster, C6H14NO overall.

Calculated values
Charge: -1
HOMO-LUMO gap in eV: 6.2828
Lowest unoccupied orbital energy in eV: 3.82

Positions of all 22 atoms, in Å:
C 2.433 -1.837 0.790
C 1.961 -0.880 1.875
C -0.122 0.133 1.896
N 0.998 0.058 1.301
H 2.947 -2.703 1.225
H 1.624 -2.177 0.140
H 3.156 -1.397 0.095
H 2.805 -0.289 2.240
H 1.470 -1.472 2.666
H -0.498 -0.515 2.704
H -0.846 0.881 1.581
C -1.677 -0.197 -0.875
O -2.240 0.371 0.220
C -0.805 0.835 -1.667
C -1.654 2.076 -1.988
H -2.419 -0.587 -1.614
H -0.977 -1.047 -0.656
H -0.445 0.454 -2.631
H -0.068 1.139 -0.929
H -1.037 2.864 -2.457
H -2.219 2.437 -1.134
H -2.387 1.853 -2.780



## Q
The following is a DFT calculation (ωB97M-V/def2-TZVPD) of C6H14NO as an isolated structure.

Calculated values
Charge: -1
HOMO-LUMO gap in eV: 4.0582
Lowest unoccupied orbital energy in eV: 3.04

Positions of all 22 atoms, in Å:
C 4.703 -0.143 0.076
C 3.193 -0.355 -0.093
N 2.436 0.486 0.743
C 1.079 0.375 0.403
C -3.857 1.459 0.291
C -3.458 -0.007 0.217
C -2.425 -0.481 -0.704
O -1.920 -1.563 -0.842
H 5.028 0.865 -0.185
H 5.210 -0.862 -0.585
H 5.013 -0.381 1.098
H 3.033 -1.461 0.092
H 2.977 -0.263 -1.201
H 0.524 1.010 1.114
H 0.680 -0.667 0.470
H 0.819 0.737 -0.627
H -4.232 1.861 -0.647
H -3.024 2.068 0.608
H -4.620 1.581 1.053
H -3.864 -0.711 0.930
H -2.174 0.286 -1.476
H -2.298 0.089 0.517



Short version: P, Q, most stable first.